{
  "formula": "C2H3NO2S",
  "method": "the ωB97M-V functional and the def2-TZVPD basis",
  "lumo_ev": [0.62, -1.92],
  "fmax_ev_per_a": 7.33,
  "charge": 0,
  "orbital_gap_ev": [7.6, 8.3],
  "e_tot_ev": -18533.649,
  "homo_ev": [-6.983, -10.225],
  "e_above_lowest_kcal_mol": 125.17,
  "multiplicity": 3,
  "species": ["C", "C", "N", "O", "O", "S", "H", "H", "H"],
  "xyz": [[1.317, -1.231, -0.746], [-1.081, 0.622, 0.413], [0.779, -0.068, -0.459], [-0.403, -0.448, 0.438], [1.040, 1.063, -0.400], [1.932, -2.560, -0.778], [-1.234, 0.597, 1.487], [-0.350, 1.668, 0.217], [-2.000, 0.356, -0.171]],
  "lowdin_charge": [-0.693, -0.243, -0.259, -0.093, 0.075, 0.836, 0.091, 0.180, 0.107]
}